1.
49
Properties=species:S:1:pos:R:3:mulliken_charge:R:1 method="wB97M-V/def2-TZVPD" charge=+1 lumo_energy_ha="-0.1242 / -0.1727" multiplicity=5 homo_ev="-9.1 / -11.0" total_energy_ev=-173162.10629 gap_ev="5.71 / 6.26" fmax_ev_per_a=3.3 de_lowest_kj_mol=236.82
Ru -8.86 -6.35 12.56 0.625
N -6.67 -6.98 9.06 -0.401
C -7.50 -7.00 10.11 0.838
S -8.34 -5.53 10.58 -0.445
N -7.77 -8.16 10.68 -1.124
N -8.84 -8.08 11.49 0.407
C -9.79 -8.98 11.64 0.560
C -9.69 -10.30 11.01 0.440
C -9.41 -10.31 9.65 -0.153
C -9.06 -11.51 8.97 -0.627
C -9.07 -12.72 9.73 -0.647
C -9.65 -12.68 11.08 -0.611
C -9.89 -11.48 11.70 -0.514
C -10.75 -8.65 12.70 -0.030
C -11.82 -9.45 13.24 -0.726
C -12.50 -8.98 14.32 -0.519
C -12.34 -7.64 14.79 -0.793
C -11.33 -6.90 14.16 0.080
N -10.50 -7.40 13.20 -0.218
H -6.35 -6.12 8.68 0.211
H -6.26 -7.90 8.89 0.263
H -9.29 -9.41 9.06 0.388
H -8.83 -11.46 7.91 0.394
H -8.78 -13.65 9.31 0.424
H -9.96 -13.56 11.60 0.415
H -10.22 -11.53 12.71 0.626
H -12.12 -10.31 12.73 0.732
H -13.17 -9.63 14.85 0.441
H -13.01 -7.25 15.55 0.419
H -11.06 -5.90 14.53 0.277
O -11.04 -2.91 14.90 -0.511
C -10.02 -1.95 15.28 -1.218
C -8.80 -2.38 14.48 1.468
C -7.82 -1.18 14.63 -1.074
O -8.44 -0.01 14.17 -0.526
C -8.22 -3.65 15.15 -0.578
Se -7.52 -4.91 13.85 -0.147
C -9.06 -2.52 12.99 -1.308
Se -7.29 -3.03 12.28 -0.039
H -11.89 -2.86 15.40 0.311
H -9.72 -1.98 16.32 0.448
H -10.31 -0.88 15.10 0.421
H -6.88 -1.34 14.04 0.496
H -7.53 -1.10 15.68 0.411
H -7.87 0.69 13.90 0.330
H -9.02 -4.23 15.64 0.449
H -7.42 -3.40 15.84 0.385
H -9.31 -1.58 12.48 0.566
H -9.76 -3.31 12.77 0.385

=====

2.
45
Properties=species:S:1:pos:R:3:mulliken_charge:R:1 method="wB97M-V/def2-TZVPD" charge=0 lumo_energy_ha=0.0174 multiplicity=1 homo_ev=-7.9 total_energy_ev=-39520.83396 gap_ev=8.33 fmax_ev_per_a=0.9 de_lowest_kj_mol=242.61
C -5.52 -0.45 -1.82 -0.954
H -6.52 0.00 -1.82 0.238
O -4.91 0.01 -0.64 -0.429
C -3.64 -0.40 -0.37 1.117
C -2.88 -1.23 -1.17 -0.578
C -1.59 -1.57 -0.81 -1.049
C -1.02 -1.09 0.37 0.481
C -1.80 -0.27 1.19 -0.417
C -3.09 0.09 0.84 0.810
O -3.90 0.91 1.57 -0.430
C -3.40 1.44 2.77 -0.880
H -4.21 2.06 3.17 0.233
H -3.16 0.65 3.49 0.360
H -2.52 2.06 2.60 0.323
H -1.36 0.10 2.10 0.385
C 0.35 -1.36 0.75 -0.517
C 1.33 -1.74 -0.07 -0.574
C 2.73 -1.77 0.40 -0.020
O 3.08 -1.99 1.54 -0.628
N 3.62 -1.48 -0.60 -0.115
H 3.26 -1.06 -1.44 0.347
C 5.01 -1.23 -0.31 -0.766
C 5.24 0.07 0.48 -0.678
H 4.87 -0.03 1.49 0.366
H 6.30 0.30 0.51 0.415
S 4.42 1.52 -0.28 -0.143
C 2.82 1.55 0.64 -0.403
C 1.65 1.61 -0.26 0.380
C 0.50 2.34 -0.16 -0.844
C -0.31 1.97 -1.27 -0.383
C 0.41 1.05 -1.96 -0.597
O 1.60 0.82 -1.36 -0.135
H 0.21 0.50 -2.86 0.524
H -1.28 2.33 -1.50 0.506
H 0.26 3.05 0.60 0.519
H 2.80 0.64 1.24 0.056
H 2.83 2.42 1.29 0.453
H 5.39 -2.06 0.30 0.296
H 5.56 -1.19 -1.25 0.426
H 1.17 -1.93 -1.12 0.411
H 0.60 -1.15 1.78 0.360
H -1.02 -2.23 -1.45 0.420
H -3.29 -1.62 -2.09 0.380
H -5.62 -1.54 -1.83 0.368
H -4.98 -0.12 -2.71 0.366

=====

3.
45
Properties=species:S:1:pos:R:3:mulliken_charge:R:1 method="wB97M-V/def2-TZVPD" charge=0 lumo_energy_ha=-0.0042 multiplicity=1 homo_ev=-8.0 total_energy_ev=-39521.43724 gap_ev=7.90 fmax_ev_per_a=1.0 de_lowest_kj_mol=184.40
C -6.75 -0.31 0.11 -0.708
H -6.79 0.37 -0.75 0.232
H -7.70 -0.85 0.17 0.289
H -6.60 0.27 1.02 0.312
O -5.77 -1.31 -0.05 -0.465
C -4.45 -1.06 0.17 0.528
C -3.67 -2.22 0.26 -0.664
C -2.32 -2.14 0.48 -1.363
C -1.68 -0.90 0.67 1.032
C -2.45 0.28 0.58 0.303
C -3.84 0.19 0.28 0.700
O -4.60 1.32 0.11 -0.523
C -4.45 1.98 -1.13 -0.807
H -5.11 2.85 -1.08 0.231
H -4.74 1.33 -1.96 0.335
H -3.42 2.33 -1.29 0.369
C -1.91 1.60 0.85 0.531
O -2.50 2.65 0.88 -0.569
S -0.14 1.76 1.18 -0.182
C 0.50 0.14 1.17 0.144
C -0.28 -0.93 0.96 -0.661
H 0.18 -1.91 1.01 0.406
C 1.94 0.00 1.59 0.275
O 2.19 -0.53 2.65 -0.631
N 2.88 0.50 0.76 0.057
C 2.62 0.95 -0.59 -0.618
H 2.99 1.98 -0.69 0.219
C 3.28 0.07 -1.65 -0.772
H 3.02 -0.98 -1.48 0.300
H 2.86 0.36 -2.62 0.390
C 4.80 0.23 -1.71 -0.631
C 5.58 -0.68 -0.74 -0.710
C 4.95 -0.83 0.65 -0.613
H 5.74 -1.13 1.35 0.431
C 4.26 0.42 1.19 -1.118
H 4.25 0.39 2.28 0.510
H 4.78 1.33 0.87 0.503
H 4.21 -1.64 0.64 0.315
H 6.58 -0.27 -0.64 0.318
H 5.68 -1.67 -1.18 0.322
H 5.05 1.27 -1.52 0.282
H 5.15 0.00 -2.72 0.380
H 1.55 0.96 -0.76 0.482
H -1.73 -3.04 0.54 0.381
H -4.16 -3.16 0.14 0.456